The following is a DFT calculation (ωB97M-V with the def2-TZVPD basis set) of a cluster of 2 separate species, C9H14 in total in a non-equilibrium geometry.

Structure (XYZ):
```
23
Properties=species:S:1:pos:R:3:forces:R:3
C 0.721675 -1.523963 -1.559367 -0.56 -1.11 -1.03
C 1.002111 -0.397159 -0.617773 -0.58 -0.50 -0.22
C 0.148874 0.699294 -0.708061 0.59 0.86 0.02
C 0.428826 1.869210 -0.004588 -0.57 -0.42 0.16
C 1.510624 1.896443 0.857142 0.23 -0.44 0.66
C 2.334600 0.780393 0.970316 0.09 -0.30 -0.22
C 2.032310 -0.404816 0.306136 0.08 0.51 -0.43
H 1.292678 -2.461496 -1.531277 0.18 0.37 0.85
H 0.866102 -1.255239 -2.615712 -0.03 0.51 0.26
H -0.333934 -1.820194 -1.507308 0.12 0.05 0.09
H -0.735252 0.652806 -1.329354 0.17 0.02 -0.22
H -0.237301 2.721261 -0.092533 0.03 -0.08 0.11
H 1.633275 2.648520 1.629101 0.20 0.55 -0.63
H 3.277781 0.856220 1.489646 -0.17 -0.10 0.65
H 2.567560 -1.330201 0.471152 0.40 0.16 -0.12
C -3.771135 -0.789838 0.853233 -1.42 0.10 -0.18
C -2.592589 -1.147316 -0.036844 -0.05 0.34 0.85
H -3.800201 0.251641 1.180162 0.49 0.01 0.00
H -4.726447 -0.894505 0.330419 0.05 -0.11 -0.26
H -3.925058 -1.399918 1.741878 0.53 -0.17 0.08
H -2.597158 -2.187240 -0.347172 -0.15 -0.11 -0.11
H -2.579732 -0.493069 -0.910672 0.11 -0.17 0.04
H -1.696560 -0.985877 0.562167 0.28 0.01 -0.35
```
Positions in Å, forces in eV/Å.

spin multiplicity	1
SMILES string	Cc1ccccc1.CC
gap between HOMO and LUMO	9.9	eV
energy relative to the best compared isomer or geometry (same formula, charge and spin)	54.9	kJ/mol
total energy	-351.3093	Eh
LUMO	1.014	eV
strongest force on any atom	1.6	eV Å⁻¹
HOMO energy	-8.88	eV

***

The following is a DFT calculation (ωB97M-V with the def2-TZVPD basis set) of a cluster of 2 separate species, C9H14 in total in a non-equilibrium geometry.

Structure (XYZ):
```
23
Properties=species:S:1:pos:R:3:forces:R:3
C 0.353952 -0.425298 2.749745 0.20 -1.24 0.64
C 0.693319 0.406813 1.558512 -0.07 0.88 0.24
C -0.046326 0.349675 0.397177 0.14 0.35 -0.01
C 0.080547 1.359901 -0.558969 -0.07 0.06 -0.31
C 1.019794 2.373605 -0.440152 0.03 -0.79 0.87
C 1.765954 2.422632 0.753957 0.65 0.16 -1.10
C 1.610021 1.467015 1.718064 -0.67 -1.09 0.46
H 0.048669 0.224708 3.570246 0.08 -0.04 0.06
H 1.163181 -1.075058 3.110592 0.28 0.51 -0.03
H -0.439282 -1.169507 2.630577 -0.24 0.42 -0.51
H -0.704149 -0.493271 0.269637 -0.39 0.12 -0.16
H -0.588585 1.393278 -1.409247 0.16 -0.31 -0.14
H 1.206796 3.000365 -1.298882 -0.07 0.45 0.26
H 2.569928 3.132737 0.880168 -0.09 0.32 -0.05
H 2.168832 1.460989 2.647361 0.14 0.35 -0.08
C -1.838653 -2.190955 -1.681598 -0.05 -1.14 1.14
C -0.887173 -1.332983 -2.489021 -0.27 -0.40 -0.34
H -1.460842 -3.219480 -1.673688 -0.19 -0.03 -0.15
H -1.921262 -1.973409 -0.608389 0.38 0.47 -0.17
H -2.892269 -2.238234 -1.962637 0.20 0.21 -0.69
H 0.112260 -1.305148 -2.055209 -0.20 0.42 0.37
H -0.697089 -1.818793 -3.447043 -0.34 0.16 -0.24
H -1.317626 -0.349591 -2.661199 0.39 0.16 -0.04
```
Positions in Å, forces in eV/Å.

spin multiplicity	1
SMILES string	Cc1ccccc1.CC
gap between HOMO and LUMO	9.9	eV
energy relative to the best compared isomer or geometry (same formula, charge and spin)	51.4	kJ/mol
total energy	-351.3106	Eh
LUMO	1.017	eV
strongest force on any atom	1.6	eV Å⁻¹
HOMO energy	-8.92	eV